DFT (ωB97M-V with the def2-TZVPD basis set) results for a cluster of 3 separate species, C18H41BNO12P2 in total.

Last columns: bonded neighbours and bond lengths (Å).
Cartesian coordinates (Å):
1 P -0.380 -1.280 5.929  O5 1.629, O6 1.472, O8 1.601, O12 1.598
2 P 2.092 -0.263 -5.505  O3 1.606, O7 1.598, O11 1.468, O13 1.634
3 O 3.514 -0.935 -5.833  P2 1.606, C28 1.423
4 O -1.350 4.230 -1.329  C19 1.405, B34 1.531
5 O -1.041 -0.821 7.346  P1 1.629, C32 1.423
6 O -1.470 -1.757 5.062  P1 1.472
7 O 2.268 -0.627 -3.959  P2 1.598, C27 1.447
8 O 0.089 0.120 5.311  P1 1.601, C25 1.439
9 O 0.766 3.172 -1.839  C21 1.422, B34 1.516
10 O 0.203 1.251 1.012  C23 1.214
11 O 1.312 0.979 -5.548  P2 1.468
12 O 1.109 -1.569 6.432  P1 1.598, C20 1.426
13 O 1.126 -1.473 -6.028  P2 1.634, C17 1.421
14 O -3.319 2.864 0.567  C31 1.193
15 N -1.357 2.141 -0.447  C19 1.490, C23 1.393, C31 1.457
16 C -1.753 -0.020 0.731  C23 1.525, H48 1.086, H63 1.089, H72 1.091
17 C 0.104 -1.228 -6.985  O13 1.421, C18 1.517, H49 1.091, H73 1.092
18 C 0.596 -1.350 -8.416  C17 1.517, H55 1.091, H57 1.092, H75 1.091
19 C -0.824 3.518 -0.238  O4 1.405, N15 1.490, C21 1.528, H46 1.093
20 C 1.411 -2.466 7.499  O12 1.426, C22 1.517, H54 1.090, H60 1.091
21 C 0.667 3.700 -0.521  O9 1.422, C19 1.528, H59 1.097, H67 1.088
22 C 1.260 -3.921 7.099  C20 1.517, H43 1.090, H52 1.090, H66 1.093
23 C -0.876 1.198 0.458  O10 1.214, N15 1.393, C16 1.525
24 C -1.642 1.508 4.314  C25 1.515, H40 1.091, H53 1.092, H61 1.091
25 C -0.444 0.615 4.069  O8 1.439, C24 1.515, H39 1.086, H71 1.087
26 C 4.163 -0.284 -8.102  C28 1.517, H35 1.092, H41 1.090, H47 1.091
27 C 1.823 0.256 -2.903  O7 1.447, C30 1.508, H37 1.087, H38 1.090
28 C 3.863 -1.409 -7.129  O3 1.423, C26 1.517, H36 1.091, H58 1.091
29 C -3.640 1.562 -1.355  C31 1.501, H44 1.091, H51 1.089, H69 1.089
30 C 0.417 -0.073 -2.469  C27 1.508, H42 1.096, H65 1.091, H74 1.087
31 C -2.803 2.261 -0.323  O14 1.193, N15 1.457, C29 1.501
32 C -2.207 -1.455 7.858  O5 1.423, C33 1.517, H50 1.091, H64 1.091
33 C -1.890 -2.676 8.700  C32 1.517, H45 1.091, H56 1.091, H70 1.092
34 B -0.474 3.750 -2.489  O4 1.531, O9 1.516, H62 1.242, H68 1.235
35 H 3.333 0.423 -8.158  C26 1.092
36 H 4.760 -2.015 -6.992  C28 1.091
37 H 1.901 1.299 -3.198  C27 1.087
38 H 2.512 0.106 -2.071  C27 1.090
39 H -0.685 -0.205 3.399  C25 1.086
40 H -1.337 2.420 4.829  C24 1.091
41 H 5.041 0.275 -7.778  C26 1.090
42 H 0.382 -1.062 -1.996  C30 1.096
43 H 1.981 -4.178 6.322  C22 1.090
44 H -3.056 0.756 -1.800  C29 1.091
45 H -2.809 -3.132 9.071  C33 1.091
46 H -1.068 4.005 0.709  C19 1.093
47 H 4.356 -0.682 -9.100  C26 1.091
48 H -2.394 -0.291 -0.102  C16 1.086
49 H -0.356 -0.251 -6.828  C17 1.091
50 H -2.895 -1.721 7.053  C32 1.091
51 H -4.526 1.129 -0.893  C29 1.089
52 H 1.429 -4.573 7.957  C22 1.090
53 H -2.382 1.015 4.948  C24 1.092
54 H 2.451 -2.271 7.763  C20 1.090
55 H 1.399 -0.637 -8.615  C18 1.091
56 H -1.272 -2.410 9.559  C33 1.091
57 H 0.982 -2.352 -8.614  C18 1.092
58 H 3.096 -2.084 -7.511  C28 1.091
59 H 0.836 4.774 -0.669  C21 1.097
60 H 0.821 -2.222 8.383  C20 1.091
61 H -2.117 1.787 3.372  C24 1.091
62 H -1.087 2.886 -3.137  B34 1.242
63 H -2.291 0.117 1.668  C16 1.089
64 H -2.713 -0.711 8.476  C32 1.091
65 H -0.271 -0.104 -3.315  C30 1.091
66 H 0.265 -4.120 6.694  C22 1.093
67 H 1.340 3.176 0.153  C21 1.088
68 H -0.142 4.633 -3.287  B34 1.235
69 H -3.914 2.246 -2.158  C29 1.089
70 H -1.348 -3.424 8.117  C33 1.092
71 H 0.347 1.188 3.591  C25 1.087
72 H -1.056 -0.847 0.867  C16 1.091
73 H -0.669 -1.977 -6.805  C17 1.092
74 H 0.063 0.670 -1.759  C30 1.087
75 H -0.217 -1.154 -9.116  C18 1.091

E_LUMO, eV: 2.177
Net charge: -1

Here are the Mulliken charges for atoms 1 to 6, given in e: 1.07, 1.10, -0.36, -0.85, -0.33, -0.77

DFT (ωB97M-V with the def2-TZVPD basis set) results for a cluster of 2 separate species, CH5BrOSi in total.

Last columns: bonded neighbours and bond lengths (Å).
Cartesian coordinates (Å):
1 Br 0.818 -0.671 -2.289  C4 1.941
2 Si 0.814 -0.022 2.113  O3 1.514, H5 1.401, H8 1.529
3 O 0.265 1.362 1.841  Si2 1.514
4 C -0.825 0.079 -1.578  Br1 1.941, H6 1.018, H7 1.065, H9 1.132
5 H 1.033 -0.345 3.459  Si2 1.401
6 H -1.359 -0.784 -1.499  C4 1.018
7 H -1.082 0.756 -2.358  C4 1.065
8 H 0.928 -0.941 0.896  Si2 1.529
9 H -0.592 0.567 -0.584  C4 1.132

SMILES: O=[SiH2].CBr
E_LUMO, eV: -0.506

Here are the Mulliken charges for atoms 1 to 6, given in e: -0.15, 0.57, -0.43, -0.46, -0.07, 0.23

DFT (ωB97M-V with the def2-TZVPD basis set) results for a cluster of 2 separate species, C3H8F2P in total.

Last columns: bonded neighbours and bond lengths (Å).
Cartesian coordinates (Å):
1 P 0.059 -0.316 0.209  F2 1.566, F3 1.536, C5 1.854
2 F -0.831 -0.549 1.476  P1 1.566
3 F -0.618 -1.221 -0.830  P1 1.536
4 C -1.974 1.347 -0.301  C5 1.484, H10 1.054, H11 1.118, H13 1.087
5 C -0.491 1.360 -0.359  P1 1.854, C4 1.484, H9 1.070, H14 1.178
6 C 2.561 -1.899 0.542  H7 1.184, H8 1.108, H12 1.072
7 H 3.433 -1.381 -0.069  C6 1.184
8 H 2.056 -2.824 0.200  C6 1.108
9 H -0.019 2.162 0.169  C5 1.070
10 H -2.175 0.378 -0.663  C4 1.054
11 H -2.344 2.042 -1.095  C4 1.118
12 H 2.926 -1.948 1.549  C6 1.072
13 H -2.525 1.481 0.626  C4 1.087
14 H -0.057 1.366 -1.454  C5 1.178

E_LUMO (spin up / spin down), eV: -7.541 / -6.919
Net charge: +1

Here are the Mulliken charges for atoms 1 to 6, given in e: 0.63, -0.19, -0.17, -1.10, -0.35, -0.58